A 9-piece molecular cluster, C15H27Br12Cl9 overall at a distorted geometry. Source: the OMol25 dataset; level of theory: the ωB97M-V functional and the def2-TZVPD basis.

The energy comes out at -35617.63725 hartree. The LUMO energy is 0.2 eV. As for the HOMO energy: -9.91 eV. As for the net charge: 0. The calculation puts the gap between HOMO and LUMO at 10.1 eV. For the energy relative to the best compared isomer or geometry (same formula, charge and spin), the calculation gives 0.360 eV.

Last column: Löwdin charge in e.
Positions of all 63 atoms, in Å:
Br 2.47495 -3.69358 2.75847  0.635
Br 0.87336 0.23044 -2.25934  0.683
Br 0.87263 -0.99756 0.89385  0.626
Br 6.24315 -0.56194 -3.54806  0.599
Br 0.69119 2.83753 3.08251  0.731
Br -6.92780 2.37133 -4.44946  0.656
Br 2.08821 -4.31086 -3.98951  0.640
Br 4.87428 -1.02469 -0.36409  0.631
Br -3.24421 1.46026 -2.10165  0.761
Br -0.37547 5.75538 6.44050  0.640
Br 0.29304 -1.04912 -6.65916  0.637
Br 4.27898 -0.03313 4.87311  0.636
Cl -0.55601 -3.83841 -0.74628  0.538
Cl -4.83828 3.61180 0.23782  0.535
Cl -3.43131 4.24246 2.71048  0.572
Cl -2.28589 0.41776 5.55684  0.547
Cl -2.11926 -2.23960 -2.61296  0.532
Cl -2.96795 1.69453 1.37245  0.566
Cl -2.35231 -1.23385 3.15797  0.523
Cl -3.45451 -4.11033 -0.82502  0.527
Cl -0.01774 -1.23129 4.85426  0.587
C 5.29518 -2.17007 -2.99594  -0.689
C -0.31627 3.75935 4.45586  -0.716
C -2.06612 -3.01138 -1.00812  -1.532
C 4.23256 -1.88335 -1.96045  -0.742
C 0.64317 4.51101 5.36118  -0.704
C -1.33830 -0.28356 4.24202  -1.583
C -0.49883 0.68669 -0.98268  -0.791
C -4.51553 1.21147 -3.52621  -0.687
C 3.58731 -1.20612 3.50808  -0.750
C -0.00623 0.66944 0.45156  -0.718
C -4.13842 2.96659 1.71723  -1.507
C 0.93866 -2.88607 -4.68527  -0.727
C 1.61682 -2.20177 -5.82500  -0.700
C 3.28793 -2.57195 4.08401  -0.736
C -5.04964 2.50246 -4.07271  -0.722
H 2.67010 -0.75301 3.15080  -0.019
H -0.82118 0.76535 1.16404  -0.063
H 0.76773 -2.20910 -3.85484  -0.021
H -4.09268 0.58298 -4.30736  0.067
H 4.27794 -1.26058 2.66930  0.018
H -4.86060 3.31824 -3.38116  0.036
H 4.10050 -3.08257 4.58827  0.059
H 0.70171 1.47201 0.62517  0.012
H 6.01349 -2.91348 -2.66838  0.061
H 3.66876 -2.76599 -1.67331  0.040
H 1.99994 -2.92469 -6.53305  0.054
H 1.19072 3.85450 6.02599  0.059
H -4.93009 2.52850 2.30603  0.016
H -0.99464 3.10034 4.99071  0.035
H -0.93906 4.46366 3.91145  -0.005
H 2.56168 -2.40165 4.88537  0.014
H -0.94546 0.54681 3.67123  -0.063
H -5.30894 0.59540 -3.11266  0.036
H -2.19376 -2.22252 -0.27988  -0.007
H -0.82678 1.67208 -1.29913  -0.009
H -1.33220 -0.00535 -1.09451  -0.046
H 1.33380 5.09020 4.75919  0.046
H 4.82192 -2.48833 -3.91928  0.024
H -4.53395 2.77145 -4.98967  0.061
H 0.00549 -3.36997 -4.94051  0.040
H 3.48714 -1.21426 -2.39208  0.005
H 2.38706 -1.53995 -5.44805  0.051

Atoms 1-3, force components in eV/Å:
0.0 -0.3 -0.2
0.1 0.0 -0.2
-0.1 0.0 0.2

=====

C15H27Cl4CrN7O8 as an isolated structure at a distorted geometry. Source: the OMol25 dataset; level of theory: the ωB97M-V functional and the def2-TZVPD basis.

The energy comes out at -4458.01504 hartree. The LUMO energy (alpha / beta) is 0.2 / 0.2 eV. As for the multiplicity: 5. As for the HOMO energy (alpha / beta): -8.37 / -8.91 eV. As for the net charge: 0. The calculation puts the gap between HOMO and LUMO (alpha / beta) at 8.6 / 9.1 eV. For the energy relative to the best compared isomer or geometry (same formula, charge and spin), the calculation gives 1.075 eV. As for the expectation value of S²: 6.014.

Last column: Löwdin charge in e.
Positions of all 62 atoms, in Å:
Cr -0.34339 -0.62122 -0.71537  0.775
Cl -0.37779 -2.63602 -5.06727  0.663
Cl -1.78569 -2.95082 -1.15007  0.660
Cl -2.15559 -0.43212 -5.61257  0.639
Cl 0.69121 0.01438 -5.47487  0.613
O -0.98519 3.94518 -1.34307  -0.006
O -0.66079 -3.14792 -0.29827  -0.325
O -0.71749 1.93668 -0.46717  0.042
O -1.46889 -3.24062 -2.48337  -0.310
O -2.15579 -1.54932 -1.03437  -0.418
O -2.87299 -3.71592 -0.68227  -0.266
O 0.16561 -1.11272 -2.64697  -0.130
O -1.50459 0.29508 -2.95637  -0.028
N -0.76059 -0.54042 1.46623  -0.136
N 1.43351 -0.09202 -0.52427  0.145
N -2.32049 -1.13902 3.23243  -0.081
N 0.03621 -1.45212 3.57713  -0.085
N -0.88739 0.76628 3.51823  -0.083
N -2.77399 2.50208 -1.28067  0.010
N -3.28989 1.25988 -0.83787  0.070
C 2.58031 -0.08472 -0.68747  -0.026
C 0.24721 -1.39402 2.14373  -0.172
C 4.01291 -0.23032 -0.82357  -0.574
C -1.45109 2.72408 -1.02997  -0.553
C -2.10089 -1.08822 1.80203  -0.161
C -0.67099 -0.92022 -4.83207  -1.518
C -1.88449 4.99908 -1.64647  -0.065
C -2.20899 0.20738 3.77443  -0.165
C -0.67539 0.80598 2.08563  -0.173
C -0.70439 -0.55052 -3.34227  -0.860
C -1.29719 -1.98042 3.83803  -0.160
C 4.27181 -1.06142 -2.08937  -0.017
C 0.10881 -0.10472 4.12483  -0.172
C 4.51941 -0.97832 0.42173  -0.027
C 4.70261 1.13718 -0.92807  -0.027
H 1.23941 -0.97002 1.94823  0.117
H 4.36001 1.68188 -1.80607  0.094
H 0.31301 1.22228 1.87103  0.129
H -2.18729 -2.10322 1.40603  0.113
H 4.34081 -0.39762 1.32473  0.091
H 5.77631 0.98018 -1.01097  0.093
H -2.17489 4.97958 -2.69987  0.094
H 4.02851 -1.94382 0.51673  0.095
H 5.34171 -1.20982 -2.21057  0.094
H -4.26949 1.21298 -1.09687  0.099
H 0.18691 -2.40362 1.72633  0.121
H -2.38629 0.17638 4.85293  0.128
H 3.78651 -2.02992 -2.00837  0.098
H 5.58931 -1.13812 0.32403  0.093
H -2.96119 0.84578 3.30313  0.133
H 1.10521 0.30708 3.94523  0.127
H 3.88581 -0.55102 -2.96807  0.096
H -0.06359 -0.14942 5.20323  0.127
H -1.46039 -2.02292 4.91773  0.128
H -2.77359 4.94948 -1.01307  0.095
H -1.36879 -2.99052 3.42933  0.136
H -1.33559 5.91678 -1.43467  0.096
H 4.51121 1.73818 -0.04047  0.092
H -2.86209 -0.45262 1.33743  0.128
H -2.80499 0.48498 -1.29867  0.036
H -3.10079 2.84918 -2.18017  0.150
H -1.43169 1.44778 1.63113  0.118

Atoms 1-3, force components in eV/Å:
-2.3 0.0 -0.1
0.1 0.0 -0.3
-1.2 -2.2 -0.2

=====

C15H27IN2O5PPdS as an isolated structure. Source: the OMol25 dataset; level of theory: the ωB97M-V functional and the def2-TZVPD basis.

The energy comes out at -2238.78984 hartree. The LUMO energy is 2.1 eV. As for the HOMO energy: -5.53 eV. As for the net charge: -1. The calculation puts the gap between HOMO and LUMO at 7.7 eV. For the energy relative to the best compared isomer or geometry (same formula, charge and spin), the calculation gives 0.923 eV.

Last column: Löwdin charge in e.
Positions of all 53 atoms, in Å:
I -3.97657 -0.14302 0.16377  0.079
Pd -1.50712 0.03064 1.01692  0.400
S -0.43924 0.69945 3.38160  0.268
P -0.42323 1.01206 -0.62227  0.977
O -1.47608 -0.33053 3.58833  -0.396
O 2.80376 -4.18280 2.95638  0.021
O 0.59098 0.73385 4.38839  -0.330
O 0.25706 0.16160 2.03943  -0.549
O -1.03934 1.97278 3.00845  -0.374
N 2.10461 -2.03548 3.17435  0.205
N -1.51267 -2.90848 1.39266  0.061
C -0.44404 -2.83701 2.18913  -0.103
C -1.57086 3.46279 0.00788  -0.113
C -0.40678 -4.62998 0.15414  -0.070
C -0.93408 1.05479 -2.41698  -0.497
C 0.93889 3.59724 -0.38792  -0.099
C -2.42370 1.03258 -2.75043  -0.182
C 1.07475 -1.31345 -0.86260  -0.113
C -1.48138 -3.78214 0.39075  -0.159
C 0.71956 -3.57350 1.96723  -0.129
C 1.96951 -3.30781 2.75550  -0.507
C 2.22500 0.69763 -1.77534  -0.115
C -0.28455 2.21452 -3.18641  -0.117
C 0.71700 -4.51369 0.95102  -0.024
C 1.24335 0.20263 -0.71006  -0.512
C -0.23103 2.72090 0.05451  -0.519
H -2.94442 1.89446 -2.33113  0.060
H 2.43367 1.76392 -1.72224  0.051
H -0.50243 0.11951 -2.79184  0.094
H -0.73204 3.16336 -2.89320  0.068
H 0.79091 2.29208 -3.05979  0.043
H -2.53022 1.06747 -3.83871  0.073
H -1.51544 4.32717 0.67285  0.083
H 1.89822 3.11729 -0.19405  0.066
H 0.39738 -1.72374 -0.11430  0.033
H 0.91412 4.51215 0.20978  0.082
H -0.06580 2.48093 1.10825  0.066
H -2.92127 0.14201 -2.37563  -0.041
H 2.04488 -1.80415 -0.75467  0.087
H -2.34779 -3.78223 -0.26326  0.101
H 2.89608 -1.81547 3.75301  0.116
H 0.89821 3.89252 -1.43608  0.058
H -0.44215 -5.34036 -0.66220  0.096
H -1.81551 3.82286 -0.99304  0.063
H -2.38636 2.82998 0.36266  0.040
H 1.87531 0.46188 -2.78326  0.071
H -0.53133 -2.13298 3.00481  0.083
H 1.65311 0.40918 0.27942  0.096
H 1.46592 -1.29235 2.90774  0.057
H 1.60178 -5.11671 0.78623  0.118
H 0.68512 -1.57005 -1.85278  0.076
H -0.48536 2.07615 -4.25185  0.080
H 3.17160 0.16954 -1.63518  0.081

Atoms 1-3, force components in eV/Å:
0.2 0.0 0.1
-0.6 -0.6 0.3
0.1 -0.4 -0.8

=====

A 4-piece molecular cluster, C15H27IO13P overall at a distorted geometry. Source: the OMol25 dataset; level of theory: the ωB97M-V functional and the def2-TZVPD basis.

The energy comes out at -2205.13436 hartree. The LUMO energy is 2.1 eV. As for the HOMO energy: -4.77 eV. As for the net charge: -1. The calculation puts the gap between HOMO and LUMO at 6.9 eV. For the energy relative to the best compared isomer or geometry (same formula, charge and spin), the calculation gives 1.073 eV.

Last column: Löwdin charge in e.
Positions of all 57 atoms, in Å:
I 2.74993 -1.41197 -4.03018  0.898
P -0.48037 1.20703 -2.01840  0.367
O -4.55153 3.27134 0.74157  0.012
O -2.50927 -1.23839 -1.85667  -0.015
O -0.35993 -1.20364 5.46103  0.078
O -1.58277 -0.99734 3.64916  0.006
O -3.18088 0.13187 -3.41500  -0.001
O -3.33566 3.10826 2.54980  0.100
O 4.61029 -4.16920 -1.10230  -0.001
O 0.38566 0.40221 -0.94057  -0.177
O -0.14403 2.76543 -1.90927  -0.091
O 2.92525 0.59589 -1.83202  0.041
O -0.27365 0.78905 -3.40641  -0.233
O 5.10343 -2.52179 -2.46704  -0.017
O -1.99601 0.97595 -1.61105  -0.119
C -3.82237 3.82326 1.71916  -0.527
C 4.64394 -5.54762 -0.73535  -0.238
C 5.82365 -5.85589 0.16439  -0.068
C 2.29261 -0.30989 -2.24660  -0.799
C 1.00865 -0.75747 -1.48468  -0.221
C 5.30850 -3.65125 -2.13234  -0.542
C 6.39017 -4.47918 -2.78679  0.012
C -2.60286 -0.12266 -2.36634  -0.812
C -2.35228 -0.19380 2.73356  -0.212
C -3.55388 5.30915 1.70442  0.011
C -0.59628 1.01242 4.65684  0.009
C -1.50200 0.31293 1.58850  -0.061
C -0.85458 -0.47659 4.63802  -0.545
C -4.45176 4.45620 -1.37853  -0.055
C -5.31163 4.01385 -0.21248  -0.232
H 6.41377 -4.23135 -3.84550  0.090
H 5.80220 -6.89986 0.47975  0.079
H -2.86345 0.61192 3.26084  0.097
H 3.71773 -5.73010 -0.19270  0.124
H 6.77288 -5.66684 -0.33818  0.065
H 0.33288 -1.30255 -2.14503  0.096
H -5.83156 4.84628 0.26757  0.109
H 4.61580 -6.18567 -1.62042  0.113
H -1.03459 -0.52045 1.06738  0.079
H -4.32138 5.89437 1.20292  0.066
H 7.34983 -4.22487 -2.33843  0.094
H -0.55645 1.33826 5.69455  0.084
H -3.51233 5.65845 2.73385  0.086
H -0.69543 0.96046 1.93906  0.074
H -3.97596 3.59260 -1.84481  0.089
H 1.31102 -1.37905 -0.63982  0.137
H -1.36788 1.60377 4.16858  0.061
H 6.23254 -5.55349 -2.71788  0.066
H -5.05664 4.97235 -2.12536  0.080
H 0.28675 3.01708 -2.73109  0.082
H -6.08156 3.33230 -0.57026  0.124
H -2.59171 5.48836 1.22637  0.097
H 0.36416 1.20959 4.18256  0.094
H 5.79907 -5.21989 1.04937  0.084
H -3.12833 -0.84850 2.34072  0.126
H -2.10867 0.87238 0.87928  0.071
H -3.65296 5.12632 -1.05779  0.067

Atoms 1-3, force components in eV/Å:
-0.3 0.2 -0.2
-2.0 -0.5 -1.5
-0.3 -0.3 0.2

=====

An isolated ion of composition C15H27N8O3 and charge +1 at a distorted geometry. Source: the OMol25 dataset; level of theory: the ωB97M-V functional and the def2-TZVPD basis.

The energy comes out at -1251.36349 hartree. The LUMO energy is -2.1 eV. As for the HOMO energy: -10.96 eV. As for the net charge: +1. The calculation puts the gap between HOMO and LUMO at 8.9 eV. For the energy relative to the best compared isomer or geometry (same formula, charge and spin), the calculation gives 0.000 eV.

Last column: Löwdin charge in e.
Positions of all 53 atoms, in Å:
O -1.24749 2.36768 -0.51349  0.021
O 2.80790 -0.98077 -1.01190  0.016
O -0.35292 -2.38895 0.98907  0.071
N 3.14471 1.49457 -2.01436  0.209
N -2.12884 -0.31053 4.09287  0.080
N 1.31294 2.91546 -2.31680  0.203
N 1.05636 0.64742 -2.61345  0.064
N -3.23157 1.71295 0.22652  0.008
N 2.46384 -2.01345 0.97924  0.122
N -0.14490 -0.31359 0.18908  0.149
N -0.30925 0.63458 3.11339  0.107
C 0.04165 -0.56418 3.56545  -0.336
C -3.93234 2.97095 0.36984  -0.051
C -1.64392 0.82419 3.47872  -0.132
C -0.24887 0.62639 -3.20001  -0.181
C -0.86089 -0.67522 -2.74043  -0.143
C 0.28797 -1.34749 0.82074  -0.525
C 1.28385 -1.28398 3.07726  -0.065
C 3.67511 -3.19584 -0.76793  0.026
C -1.57566 -0.03298 -0.24183  -0.152
C 1.56275 -1.07992 1.58230  -0.230
C 2.95277 -1.89691 -0.23784  -0.502
C -1.07350 -1.17982 4.01988  -0.082
C 1.84896 1.71992 -2.35511  -0.419
C -1.92311 -0.57598 -1.61671  -0.124
C -2.00738 1.46563 -0.11398  -0.468
H 0.44359 0.55178 0.10612  0.158
H -2.19492 -0.63315 0.46218  0.147
H -5.03529 2.77050 0.57562  0.109
H 2.78241 -2.75126 1.56654  0.150
H 4.24126 -2.95060 -1.64847  0.069
H -4.01684 3.35144 -0.67226  0.097
H 2.86799 -3.90318 -1.09963  0.100
H 1.43771 -0.29853 -2.56061  0.126
H -2.39465 -1.54928 -1.56862  0.120
H 3.45915 0.53751 -2.23119  0.124
H -0.76190 1.58093 -3.00453  0.117
H 0.28380 2.95955 -2.34932  0.108
H 4.15773 -3.78827 0.01293  0.076
H -3.07486 -0.64455 4.15043  0.152
H -0.12085 0.58814 -4.30911  0.138
H 1.26141 -2.36393 3.36528  0.138
H -0.19567 -1.48582 -2.45986  0.121
H 1.91659 3.79419 -2.24827  0.180
H -3.46106 3.66146 1.14897  0.116
H 3.55781 2.28799 -1.68167  0.083
H 1.92911 -0.00390 1.43651  0.176
H 2.15228 -0.83201 3.57943  0.124
H -2.27777 1.71333 3.25377  0.120
H -2.73251 0.01646 -1.99337  0.110
H -1.35111 -0.88740 -3.68787  0.116
H -1.02816 -2.19128 4.35309  0.122
H -3.60342 0.92978 0.74336  0.137

Atoms 1-3, force components in eV/Å:
-0.1 -0.8 0.2
-0.8 1.6 -0.5
0.6 0.4 -0.5